No. 1
Density functional theory data (ωB97M-V/def2-TZVPD) for C21H45Cl14NO7PS2 as an isolated structure at a distorted geometry.

- charge = -1
- molar mass (g/mol) = 1015.041
- calculated total energy (eV) = -244607.489
- frontier orbital gap (eV) = 8.067
- highest occupied orbital energy (eV) = -6.12
- max |F| (eV/Å) = 2.73

Last column: Löwdin charge in e.
Geometry (Å):
C -0.787 -1.479 -1.519  -0.1779
C 0.397 -2.417 -1.131  -0.2610
C 0.383 -2.881 0.331  -0.2496
C 0.266 -1.703 1.313  -0.1826
C 1.396 -1.775 2.372  -0.1971
C 1.741 -0.381 2.887  -0.2293
C 1.005 -0.036 4.187  -0.2415
S -0.298 1.170 3.994  0.5054
O -0.813 1.519 5.293  -0.3396
O -1.361 0.501 3.270  -0.3989
N 0.167 2.465 3.076  -0.3186
S 1.558 3.083 3.617  0.4144
O 1.483 4.528 3.687  -0.3814
O 2.045 2.566 4.867  -0.3457
P 3.012 2.775 2.029  0.4018
O 3.846 1.606 2.201  -0.2790
O 3.827 4.155 1.868  -0.1341
O 2.163 2.647 0.665  -0.1578
H -0.547 -1.061 -2.476  -0.0251
H -1.720 -2.013 -1.563  0.0486
H -0.933 -0.642 -0.850  0.0551
H 0.307 -3.309 -1.745  0.0744
H 1.388 -1.964 -1.335  0.0575
H -0.477 -3.521 0.508  0.0978
H 1.239 -3.490 0.567  0.0312
H 0.366 -0.752 0.817  0.0898
H -0.687 -1.759 1.811  0.1048
H 2.267 -2.226 1.910  0.0982
H 1.093 -2.440 3.171  0.0907
H 2.790 -0.417 3.145  0.0959
H 1.652 0.372 2.124  0.0629
H 1.734 0.286 4.909  0.0789
H 0.560 -0.927 4.596  0.0951
H 3.754 4.653 2.679  0.0551
H 2.299 1.775 0.308  0.0185
Cl -1.944 -2.086 -4.391  0.6095
C -3.592 -1.569 -4.807  -0.6472
C -3.691 -0.065 -4.841  -0.6661
Cl -3.519 0.661 -3.225  0.5512
H -4.278 -2.008 -4.088  0.0695
H -3.826 -1.973 -5.791  0.0674
H -4.665 0.234 -5.224  0.0681
H -2.925 0.364 -5.481  0.0630
Cl -0.546 6.187 -2.688  0.5432
C 0.312 6.707 -1.219  -0.6657
C -0.538 7.598 -0.355  -0.6494
Cl -0.826 9.192 -1.115  0.5188
H 1.230 7.204 -1.522  0.0586
H 0.573 5.810 -0.675  0.0744
H -0.035 7.782 0.587  0.0753
H -1.501 7.146 -0.144  0.0705
Cl 2.077 -1.207 -5.217  0.5388
C 2.323 0.534 -4.914  -0.6809
C 2.961 0.793 -3.577  -0.6784
Cl 1.876 0.411 -2.214  0.6563
H 1.359 1.029 -4.996  0.0696
H 2.969 0.906 -5.707  0.0581
H 3.210 1.866 -3.501  -0.0419
H 3.869 0.211 -3.446  0.0734
Cl -3.351 1.377 1.060  0.5981
C -4.815 2.273 0.602  -0.6704
C -6.047 1.398 0.629  -0.6648
Cl -6.040 0.172 -0.668  0.5058
H -4.655 2.709 -0.381  0.0592
H -4.929 3.083 1.321  0.0702
H -6.938 2.007 0.479  0.0640
H -6.142 0.881 1.578  0.0650
Cl 1.386 -6.084 -0.833  0.5851
C 1.633 -7.303 0.443  -0.6533
C 0.935 -6.932 1.726  -0.6736
Cl 1.688 -5.526 2.523  0.5842
H 2.701 -7.425 0.592  0.0652
H 1.231 -8.241 0.064  0.0693
H 0.995 -7.760 2.431  0.0714
H -0.113 -6.701 1.555  -0.0118
Cl 5.788 5.187 -2.464  0.5495
C 4.314 5.899 -3.168  -0.6589
C 3.212 4.886 -3.324  -0.6218
Cl 3.569 3.674 -4.586  0.6353
H 4.579 6.349 -4.120  0.0661
H 3.990 6.689 -2.493  0.0676
H 2.289 5.380 -3.629  0.0511
H 3.023 4.358 -2.392  0.0761
Cl -2.631 -6.940 1.688  0.5697
C -2.574 -6.391 3.384  -0.6403
C -3.333 -7.311 4.305  -0.6671
Cl -5.092 -7.238 4.030  0.5351
H -2.961 -5.378 3.422  0.0766
H -1.524 -6.366 3.674  0.0666
H -3.161 -7.017 5.338  0.0725
H -3.017 -8.343 4.185  0.0649

***

No. 2
Density functional theory data (ωB97M-V/def2-TZVPD) for a 3-piece molecular cluster, C21H45FN3O6PS overall at a distorted geometry.

- charge = 0
- molar mass (g/mol) = 517.645
- calculated total energy (eV) = -62098.767
- frontier orbital gap (eV) = 9.073
- structure (SMILES) = CC(=O)OCCCC[C@]1(CCF)C(=O)O[C@@H]([PH2]=S)[C@H]1CN.COC[C@@H](C)N.COC[C@@H](C)N
- highest occupied orbital energy (eV) = -8.65
- max |F| (eV/Å) = 4.57

Last column: Löwdin charge in e.
Geometry (Å):
C -2.647 -9.987 -0.160  0.0099
C -2.591 -8.472 -0.719  -0.4149
O -1.735 -8.054 -1.522  0.0617
O -3.571 -7.596 -0.192  -0.0831
C -4.136 -6.721 -1.196  -0.1732
C -3.371 -5.349 -1.458  -0.1551
C -2.199 -4.968 -0.446  -0.1713
C -2.458 -3.582 0.317  -0.1370
C -2.325 -2.264 -0.582  -0.2469
C -2.104 -1.116 0.569  -0.0950
C -2.970 0.203 0.331  -0.1254
F -2.471 1.190 1.296  -0.1309
C -3.700 -1.814 -1.330  -0.3363
O -4.873 -1.912 -0.948  0.1169
O -3.269 -1.298 -2.615  -0.0683
C -2.236 -2.269 -3.020  -0.4204
P -1.545 -2.168 -4.775  0.3871
S -2.978 -1.634 -6.014  0.0805
C -1.245 -2.187 -1.752  -0.1830
C -0.320 -0.853 -1.868  -0.2148
N 0.892 -0.915 -0.972  -0.0079
H -3.363 -10.048 0.741  0.0918
H -1.583 -10.255 0.138  0.0917
H -3.099 -10.653 -0.962  0.0919
H -4.167 -7.288 -2.201  0.1378
H -5.227 -6.524 -0.926  0.1338
H -4.165 -4.509 -1.434  0.1121
H -2.957 -5.328 -2.529  0.1103
H -1.940 -5.744 0.341  0.1142
H -1.244 -4.834 -1.080  0.1073
H -3.457 -3.632 0.890  0.1441
H -1.650 -3.510 1.138  0.1252
H -2.496 -1.583 1.548  0.1246
H -1.008 -0.883 0.755  0.1104
H -4.082 0.078 0.602  0.1384
H -2.824 0.691 -0.692  0.1276
H -2.881 -3.227 -3.083  0.1181
H -1.199 -3.522 -5.156  -0.0057
H -0.368 -1.368 -4.910  -0.0217
H -0.443 -3.003 -1.844  0.1435
H 0.075 -0.678 -2.921  0.0863
H -1.004 0.034 -1.627  0.1144
H 0.989 -1.841 -0.537  0.0666
H 0.737 -0.174 -0.277  0.0502
C -1.381 5.151 -0.354  -0.0705
C -1.005 4.007 0.585  -0.4310
C -0.339 4.477 1.894  -0.1957
O 1.021 4.877 1.755  -0.2043
C 1.199 6.193 1.258  -0.1040
N -0.154 3.055 -0.141  0.0450
H -0.520 5.557 -0.888  0.0642
H -2.088 4.802 -1.111  0.0759
H -1.858 5.968 0.195  0.0785
H -1.933 3.496 0.857  0.1176
H -0.323 3.626 2.585  0.1219
H -0.925 5.263 2.385  0.1196
H 0.418 6.874 1.607  0.0901
H 1.234 6.181 0.167  0.0769
H 2.163 6.562 1.612  0.0808
H 0.007 2.244 0.454  0.0564
H 0.770 3.479 -0.228  0.0695
C 4.527 4.024 2.078  -0.0702
C 5.847 3.985 1.312  -0.4288
C 7.090 3.958 2.225  -0.2053
O 7.413 5.211 2.818  -0.1925
C 6.647 5.533 3.967  -0.1080
N 5.888 5.117 0.378  0.0368
H 4.303 5.014 2.481  0.0598
H 3.697 3.757 1.418  0.0696
H 4.533 3.312 2.908  0.0807
H 5.852 3.059 0.728  0.1340
H 7.955 3.698 1.605  0.1200
H 7.011 3.176 2.990  0.1172
H 6.400 4.648 4.559  0.0901
H 5.737 6.062 3.675  0.0734
H 7.235 6.212 4.588  0.0868
H 6.718 5.029 -0.205  0.0710
H 6.066 5.957 0.927  0.0689

***

No. 3
Density functional theory data (ωB97M-V/def2-TZVPD) for C21H45N2OP3STb as an isolated structure at a distorted geometry.

- charge = +3
- molar mass (g/mol) = 625.518
- calculated total energy (eV) = -88647.344
- frontier orbital gap (spin up / spin down) (eV) = 7.344 / 7.715
- spin multiplicity = 7
- highest occupied orbital energy (spin up / spin down) (eV) = -16.77 / -16.77
- max |F| (eV/Å) = 2.99

Last column: Löwdin charge in e.
Geometry (Å):
Tb 0.381 -0.282 0.194  1.0368
P -1.615 -1.941 -1.002  0.6892
P 2.099 -2.252 0.912  0.6787
P 1.042 -0.135 -2.563  0.6965
H -1.302 3.890 0.348  0.0348
C -1.847 4.134 -0.571  -0.0638
C -2.835 3.351 -1.036  -0.0691
H -3.149 2.430 -0.516  0.0234
C -2.937 -2.343 0.198  -0.2755
C -1.035 -3.625 -1.451  -0.2359
C -2.630 -1.481 -2.457  -0.2437
C 3.442 -1.371 1.793  -0.2508
C 1.493 -3.413 2.188  -0.2380
C 3.034 -3.312 -0.242  -0.2317
C 0.018 1.121 -3.433  -0.2342
C 1.060 -1.538 -3.743  -0.2469
C 2.723 0.555 -2.810  -0.2368
H -1.508 5.031 -1.103  0.0707
H -3.367 3.567 -1.967  0.0662
H -3.599 -1.475 0.326  0.0436
H -2.499 -2.585 1.177  0.0371
H -3.529 -3.201 -0.151  0.0756
H -0.392 -4.017 -0.652  0.0326
H -0.446 -3.603 -2.376  0.0422
H -1.895 -4.297 -1.580  0.0750
H -3.107 -0.511 -2.264  0.0544
H -3.414 -2.229 -2.639  0.0778
H -2.015 -1.379 -3.360  0.0294
H 4.162 -2.104 2.179  0.0769
H 3.032 -0.786 2.627  0.0520
H 3.958 -0.678 1.112  0.0511
H 2.331 -3.844 2.750  0.0771
H 0.914 -4.217 1.714  0.0539
H 0.831 -2.875 2.882  0.0405
H 3.924 -3.724 0.253  0.0778
H 3.350 -2.712 -1.107  0.0438
H 2.399 -4.131 -0.603  0.0573
H 0.615 1.579 -4.236  0.0716
H -0.296 1.905 -2.726  0.0326
H -0.883 0.659 -3.859  0.0461
H 1.623 -1.248 -4.642  0.0755
H 0.042 -1.835 -4.029  0.0379
H 1.560 -2.395 -3.271  0.0422
H 2.859 0.794 -3.875  0.0734
H 3.469 -0.192 -2.500  0.0556
H 2.864 1.463 -2.207  0.0312
C 2.494 2.431 0.459  -0.3039
C 3.640 2.221 1.219  -0.0117
C 4.803 2.906 0.833  -0.0302
C 4.770 3.825 -0.224  -0.0361
C 3.575 4.073 -0.906  -0.0387
C 2.403 3.414 -0.521  -0.0295
O 1.470 1.464 0.447  -0.3613
H 0.874 1.361 1.423  -0.0488
H 3.634 1.514 2.054  0.1122
H 5.743 2.736 1.362  0.1279
H 5.683 4.352 -0.519  0.1301
H 3.542 4.789 -1.724  0.1262
H 1.432 3.587 -0.987  0.1187
S -0.262 0.646 2.675  0.7059
C -2.019 0.546 2.757  -0.6821
N -2.834 1.552 2.411  0.0639
C -4.293 1.534 2.575  -0.1275
C -4.699 0.486 3.592  -0.1344
C -3.980 -0.830 3.383  -0.1329
N -2.542 -0.570 3.280  0.0322
H -2.401 2.348 1.954  0.1300
H -4.760 1.333 1.600  0.1324
H -4.608 2.532 2.898  0.1475
H -5.776 0.316 3.529  0.1420
H -4.483 0.856 4.600  0.1399
H -4.324 -1.340 2.472  0.1136
H -4.127 -1.507 4.230  0.1476
H -1.879 -1.322 3.443  0.1334